Record 1
{
  "formula": "C19H20BN8OPdS4",
  "method": "the ωB97M-V functional and the def2-TZVPD basis",
  "elements": ["Pd", "C", "C", "C", "C", "N", "N", "B", "N", "C", "C", "C", "C", "N", "N", "C", "C", "C", "C", "N", "N", "C", "C", "C", "C", "N", "H", "H", "H", "H", "H", "H", "H", "H", "H", "H", "H", "H", "H", "H", "H", "H", "H", "H", "H", "H", "O", "C", "S", "C", "C", "S", "S", "S"],
  "xyz": [[0.53, -0.07, 0.11], [1.10, -0.28, -3.60], [-0.28, -0.51, -3.06], [-1.39, -1.10, -3.70], [-2.41, -1.03, -2.78], [-1.93, -0.45, -1.67], [-0.62, -0.11, -1.84], [-2.54, -0.01, -0.31], [-1.93, 1.40, 0.06], [-2.56, 2.58, 0.09], [-1.64, 3.57, 0.39], [-0.42, 2.90, 0.54], [0.93, 3.44, 0.87], [-0.61, 1.60, 0.35], [-2.12, -1.04, 0.79], [-2.78, -2.10, 1.27], [-2.01, -2.68, 2.26], [-0.86, -1.88, 2.35], [0.31, -1.99, 3.26], [-0.95, -0.87, 1.47], [-4.06, 0.10, -0.29], [-4.77, 0.38, 0.84], [-6.10, 0.44, 0.50], [-6.11, 0.17, -0.90], [-7.30, 0.10, -1.81], [-4.89, -0.03, -1.36], [1.43, -1.13, -4.20], [1.81, -0.14, -2.79], [1.12, 0.60, -4.23], [-1.43, -1.51, -4.70], [-3.44, -1.33, -2.85], [-3.61, 2.64, -0.12], [-1.83, 4.63, 0.48], [0.89, 4.52, 1.00], [1.65, 3.21, 0.08], [1.31, 3.00, 1.80], [-3.75, -2.38, 0.87], [-2.25, -3.55, 2.85], [0.51, -3.04, 3.51], [0.13, -1.45, 4.19], [1.20, -1.57, 2.80], [-4.28, 0.52, 1.79], [-6.93, 0.65, 1.14], [-8.22, 0.34, -1.27], [-7.41, -0.89, -2.23], [-7.20, 0.80, -2.64], [6.52, -3.07, -1.01], [5.48, -2.52, -0.80], [5.32, -0.77, -0.57], [3.59, -0.78, -0.32], [2.94, -2.00, -0.39], [1.27, -2.18, -0.24], [3.93, -3.40, -0.67], [2.77, 0.64, -0.01]],
  "e_above_lowest_kcal_mol": 21.8,
  "homo_energy_ha": [-0.281, -0.310],
  "spin_multiplicity": 2,
  "energy_ha": -2994.9503,
  "orbital_gap_ev": [6.93, 6.39],
  "molar_mass_g_mol": 621.92,
  "charge": 0
}

---

Record 2
{
  "formula": "C19H20BrN3O4",
  "method": "the ωB97M-V functional and the def2-TZVPD basis",
  "elements": ["C", "H", "O", "C", "C", "C", "C", "C", "C", "H", "H", "C", "C", "O", "N", "H", "C", "C", "O", "N", "N", "C", "C", "C", "C", "C", "C", "C", "O", "C", "H", "H", "H", "H", "H", "Br", "H", "H", "H", "H", "H", "H", "H", "H", "H", "H", "H"],
  "xyz": [[6.17, -3.34, -0.58], [7.05, -2.81, -0.20], [5.44, -2.55, -1.48], [4.88, -1.39, -1.03], [4.14, -0.66, -1.96], [3.53, 0.52, -1.60], [3.64, 1.02, -0.30], [4.39, 0.29, 0.62], [5.01, -0.90, 0.27], [5.57, -1.43, 1.01], [4.50, 0.66, 1.63], [2.92, 2.27, 0.09], [1.44, 1.97, 0.34], [0.54, 2.62, -0.16], [1.23, 0.95, 1.19], [2.00, 0.36, 1.47], [-0.09, 0.42, 1.42], [-0.05, -1.10, 1.45], [0.95, -1.75, 1.67], [-1.26, -1.68, 1.23], [-2.31, -0.92, 0.88], [-3.45, -1.42, 0.63], [-4.54, -0.57, 0.20], [-5.82, -1.13, 0.11], [-6.88, -0.36, -0.31], [-6.71, 0.97, -0.66], [-5.45, 1.53, -0.59], [-4.35, 0.78, -0.16], [-3.10, 1.27, -0.08], [-2.82, 2.59, -0.50], [-3.34, 3.32, 0.12], [-1.74, 2.72, -0.40], [-3.11, 2.74, -1.55], [-5.32, 2.56, -0.87], [-7.55, 1.56, -0.99], [-8.62, -1.14, -0.42], [-5.97, -2.16, 0.37], [-3.66, -2.49, 0.72], [-1.33, -2.70, 1.27], [-0.50, 0.76, 2.38], [-0.77, 0.76, 0.63], [2.98, 3.02, -0.69], [3.34, 2.68, 1.01], [2.95, 1.06, -2.33], [4.05, -1.05, -2.96], [6.49, -4.21, -1.15], [5.55, -3.67, 0.26]],
  "e_above_lowest_kcal_mol": 0.0,
  "homo_energy_ha": -0.306,
  "energy_ha": -3775.2500,
  "smiles": "COc1ccc(CC(=O)NCC(=O)N/N=C/c2cc(Br)ccc2OC)cc1",
  "orbital_gap_ev": 8.60,
  "molar_mass_g_mol": 434.29,
  "charge": 0
}

---

Record 3
{
  "formula": "C19H20Cl2FNO5",
  "method": "the ωB97M-V functional and the def2-TZVPD basis",
  "elements": ["Cl", "C", "N", "F", "C", "Cl", "C", "C", "C", "H", "H", "H", "C", "C", "O", "C", "C", "C", "O", "O", "C", "C", "C", "C", "C", "C", "O", "C", "C", "C", "O", "H", "H", "H", "H", "H", "H", "H", "H", "H", "H", "H", "H", "H", "H", "H", "H", "H"],
  "xyz": [[-0.82, -0.19, 11.40], [0.75, 0.05, 12.06], [1.70, 0.36, 11.20], [1.76, -0.16, 8.07], [2.97, 0.39, 11.61], [4.18, 0.57, 10.40], [3.32, 0.32, 12.96], [2.30, 0.12, 13.88], [0.98, -0.05, 13.44], [4.36, 0.49, 13.23], [2.51, 0.12, 14.94], [0.13, -0.18, 14.09], [-2.57, -1.89, 8.02], [-1.38, -2.01, 7.08], [-0.55, -0.83, 7.29], [0.42, -0.62, 6.39], [1.38, 0.47, 6.91], [0.65, 1.81, 7.32], [1.27, 2.85, 7.43], [-0.63, 1.75, 7.68], [-1.16, 3.00, 8.29], [-2.55, 2.61, 8.76], [2.76, 0.62, 6.26], [3.51, 1.79, 6.29], [4.88, 1.78, 6.02], [5.56, 0.56, 5.88], [6.92, 0.61, 5.73], [7.63, -0.65, 5.76], [4.81, -0.64, 5.89], [3.44, -0.59, 6.12], [0.62, -1.30, 5.41], [-3.19, -2.78, 7.84], [-2.28, -1.89, 9.09], [-3.16, -0.99, 7.79], [-0.77, -2.89, 7.32], [-1.71, -2.04, 6.03], [-0.50, 3.28, 9.13], [-1.19, 3.81, 7.55], [-3.08, 3.48, 9.16], [-3.14, 2.18, 7.94], [-2.46, 1.87, 9.57], [3.07, 2.70, 6.66], [5.44, 2.70, 6.03], [8.67, -0.37, 5.69], [7.45, -1.19, 6.69], [7.36, -1.29, 4.91], [5.31, -1.59, 5.84], [2.95, -1.52, 6.39]],
  "e_above_lowest_kcal_mol": 0.0,
  "homo_energy_ha": -0.306,
  "energy_ha": -2187.1838,
  "smiles": "CCOC(=O)C(F)(C(=O)OCC)c1ccc(OC)cc1.Clc1cccc(Cl)n1",
  "orbital_gap_ev": 8.89,
  "molar_mass_g_mol": 432.27,
  "charge": 0
}

---

Record 4
{
  "formula": "C19H20Cl5NOS5Tc",
  "method": "the ωB97M-V functional and the def2-TZVPD basis",
  "elements": ["Tc", "C", "C", "S", "C", "C", "S", "C", "C", "S", "C", "C", "S", "H", "H", "H", "H", "H", "H", "H", "H", "H", "H", "H", "H", "H", "H", "H", "H", "O", "N", "C", "C", "C", "C", "C", "S", "H", "H", "H", "H", "Cl", "C", "C", "C", "Cl", "C", "Cl", "C", "Cl", "C", "Cl"],
  "xyz": [[0.75, 0.33, 0.04], [-1.80, -3.58, -0.15], [-3.08, -2.78, -0.32], [-2.82, -0.99, -0.02], [-2.91, -0.92, 1.81], [-2.10, 0.23, 2.37], [-0.26, 0.14, 2.29], [0.05, -1.65, 2.55], [1.53, -1.98, 2.44], [2.30, -1.36, 0.88], [2.29, -2.86, -0.19], [1.00, -3.65, -0.27], [-0.40, -2.60, -0.81], [-1.85, -4.51, -0.72], [-1.61, -3.82, 0.89], [-3.87, -3.14, 0.34], [-3.44, -2.84, -1.35], [-2.61, -1.88, 2.22], [-3.96, -0.74, 2.07], [-2.33, 0.36, 3.43], [-2.33, 1.16, 1.85], [-0.52, -2.19, 1.79], [-0.31, -1.91, 3.54], [1.69, -3.05, 2.47], [2.08, -1.52, 3.26], [3.09, -3.50, 0.16], [2.55, -2.47, -1.18], [0.74, -4.12, 0.67], [1.13, -4.43, -1.02], [-0.79, 1.40, -0.69], [-0.98, 1.57, -1.99], [-1.85, 2.51, -2.40], [-2.05, 2.75, -3.73], [-1.38, 1.97, -4.68], [-0.49, 1.02, -4.24], [-0.25, 0.86, -2.88], [1.05, -0.10, -2.26], [-2.33, 3.07, -1.61], [-2.72, 3.54, -4.03], [-1.53, 2.13, -5.73], [0.07, 0.40, -4.93], [1.49, 3.11, -2.01], [2.04, 3.18, -0.39], [1.92, 2.07, 0.46], [2.56, 2.24, 1.70], [2.66, 0.95, 2.81], [3.18, 3.43, 2.11], [3.92, 3.55, 3.64], [3.20, 4.53, 1.25], [3.93, 6.00, 1.72], [2.64, 4.39, -0.03], [2.71, 5.70, -1.12]],
  "homo_energy_ha": [-0.514, -0.518],
  "spin_multiplicity": 2,
  "energy_ha": -5238.0997,
  "orbital_gap_ev": [4.79, 5.95],
  "molar_mass_g_mol": 713.97,
  "charge": 2
}

---

Record 5
{
  "formula": "C19H20ClFN2O5S",
  "method": "the ωB97M-V functional and the def2-TZVPD basis",
  "elements": ["C", "C", "C", "C", "C", "C", "C", "O", "C", "C", "O", "N", "C", "C", "C", "C", "C", "C", "H", "Cl", "F", "H", "H", "H", "H", "H", "H", "H", "S", "O", "O", "N", "C", "H", "C", "H", "O", "C", "H", "C", "H", "H", "H", "H", "H", "H", "H", "H", "H"],
  "xyz": [[-2.54, -3.16, -2.16], [-2.21, -2.42, -0.90], [-2.91, -1.30, -0.50], [-2.57, -0.64, 0.67], [-1.55, -1.09, 1.47], [-0.83, -2.22, 1.09], [-1.13, -2.86, -0.10], [-0.42, -3.91, -0.62], [0.76, -4.32, 0.04], [1.81, -3.21, 0.19], [2.65, -3.25, 1.05], [1.66, -2.22, -0.73], [2.18, -0.92, -0.69], [1.54, 0.06, -1.44], [1.98, 1.37, -1.40], [3.06, 1.70, -0.59], [3.71, 0.72, 0.16], [3.27, -0.59, 0.11], [3.76, -1.35, 0.70], [5.05, 1.14, 1.15], [3.47, 2.98, -0.53], [1.48, 2.15, -1.95], [0.70, -0.20, -2.06], [0.92, -2.35, -1.41], [0.55, -4.73, 1.03], [1.17, -5.12, -0.58], [-0.03, -2.57, 1.73], [-1.32, -0.57, 2.39], [-3.34, 0.93, 1.03], [-3.21, 1.22, 2.43], [-4.64, 0.98, 0.42], [-2.39, 2.03, 0.22], [-1.04, 2.21, 0.72], [-1.11, 2.31, 1.81], [-0.46, 3.48, 0.09], [0.59, 3.60, 0.37], [-0.49, 3.40, -1.31], [-1.81, 3.25, -1.78], [-1.75, 3.20, -2.87], [-2.44, 1.97, -1.22], [-3.48, 1.88, -1.51], [-1.88, 1.09, -1.60], [-2.42, 4.11, -1.48], [-1.03, 4.35, 0.43], [-0.41, 1.35, 0.47], [-3.74, -0.93, -1.08], [-2.74, -4.21, -1.93], [-1.70, -3.13, -2.85], [-3.42, -2.72, -2.63]],
  "e_above_lowest_kcal_mol": 0.0,
  "homo_energy_ha": -0.328,
  "energy_ha": -2179.9836,
  "smiles": "Cc1cc(S(=O)(=O)N2CCOCC2)ccc1OCC(=O)Nc1ccc(F)c(Cl)c1",
  "orbital_gap_ev": 9.28,
  "molar_mass_g_mol": 442.90,
  "charge": 0
}

---

Q: Which value of charge does entry 3 give?
A: 0